No. 1
Entry from the OMol25 dataset: an isolated molecule of C20H20FN3O2 (ωB97M-V/def2-TZVPD).

Structure (XYZ):
```
46
Properties=species:S:1:pos:R:3:forces:R:3
C -0.063 7.992 -2.072 -0.001 0.212 0.105
O -0.059 6.709 -2.647 0.029 -0.341 -0.052
C 0.270 5.636 -1.869 -0.010 -0.340 -0.230
C 0.598 5.724 -0.505 -0.026 0.358 0.078
C 0.923 4.605 0.226 -0.015 -0.125 -0.149
C 0.925 3.360 -0.401 -0.092 0.190 -0.378
C 1.200 2.036 0.029 -0.004 -0.459 -0.227
C 1.026 1.213 -1.058 0.076 0.414 0.336
C 1.280 -0.215 -1.317 0.172 -0.264 -0.027
O 1.631 -0.567 -2.437 -0.090 0.139 -0.157
N 1.164 -1.098 -0.293 0.067 -0.032 0.002
C 0.413 -0.901 0.922 -0.479 0.073 0.237
C -0.797 -1.846 0.929 0.110 0.274 0.126
N -0.364 -3.213 0.774 0.142 0.154 -0.183
C -0.976 -4.238 1.469 -0.167 -0.422 0.153
C -1.215 -4.104 2.844 -0.041 -0.072 -0.111
C -1.784 -5.116 3.589 -0.079 -0.006 0.080
C -2.128 -6.320 2.997 0.006 -0.022 -0.033
C -1.905 -6.488 1.643 0.045 0.062 -0.003
C -1.352 -5.462 0.903 -0.064 0.007 0.013
F -1.207 -5.679 -0.432 -0.019 0.132 0.159
C 0.330 -3.411 -0.478 0.435 0.056 -0.070
C 1.546 -2.479 -0.506 0.065 -0.301 -0.372
N 0.667 1.978 -2.143 -0.069 -0.282 -0.257
C 0.594 3.283 -1.779 0.052 0.379 0.509
C 0.265 4.409 -2.517 -0.049 0.348 -0.045
H -0.344 8.672 -2.876 0.024 -0.007 0.095
H 0.927 8.270 -1.695 -0.049 -0.014 -0.002
H -0.797 8.071 -1.263 0.046 -0.003 -0.026
H 0.598 6.684 -0.013 -0.008 0.091 0.018
H 1.171 4.691 1.273 0.021 0.042 0.097
H 1.533 1.756 1.009 0.034 -0.154 0.161
H 0.064 0.128 0.984 0.045 -0.119 0.023
H 1.057 -1.123 1.781 -0.075 0.043 0.008
H -1.357 -1.726 1.855 0.019 0.007 -0.053
H -1.455 -1.567 0.089 -0.008 0.039 0.081
H -0.928 -3.187 3.335 0.078 0.083 0.020
H -1.949 -4.967 4.645 -0.006 0.020 0.089
H -2.567 -7.115 3.577 -0.039 -0.084 0.051
H -2.171 -7.403 1.136 -0.013 -0.077 -0.082
H 0.684 -4.438 -0.554 -0.055 0.077 -0.014
H -0.319 -3.194 -1.338 0.051 -0.052 0.011
H 2.046 -2.542 -1.473 -0.024 -0.023 0.154
H 2.241 -2.769 0.291 -0.052 -0.034 -0.041
H 0.569 1.593 -3.068 0.060 0.011 0.057
H 0.014 4.360 -3.564 -0.046 0.022 -0.150
```
Forces are in eV/Å.

The calculation puts the total energy at -1188.7511 a.u. The value obtained for the relative energy (zero: lowest compared OMol25 entry of this formula, charge and spin) is 1.048 eV.



No. 2
Entry from the OMol25 dataset: a structure of composition C20H20FeO16 at a distorted geometry (ωB97M-V/def2-TZVPD).

Structure (XYZ):
```
57
Properties=species:S:1:pos:R:3:forces:R:3
Fe -0.024 -0.328 -0.514 1.713 -0.757 -0.710
O 0.167 -2.146 -1.470 0.686 -1.684 -0.724
C 0.375 -3.347 -2.201 -0.941 2.212 2.651
C 1.751 -4.188 -2.102 0.840 0.077 1.135
O 2.284 -4.646 -0.845 -1.496 1.258 -2.675
H 0.171 -3.091 -3.241 0.622 -0.477 -0.610
H -0.359 -4.095 -1.902 -0.407 -0.230 0.154
H 2.443 -3.535 -2.633 0.607 0.346 0.532
H 1.587 -5.015 -2.793 -0.274 -0.552 0.028
C 0.347 2.418 -3.842 3.443 2.709 -1.786
C 1.457 3.301 -4.317 -1.192 -0.727 2.119
C 2.770 3.333 -3.399 0.908 -1.879 -0.224
O 3.669 4.127 -3.681 -0.440 0.278 0.125
C 2.938 2.270 -2.387 0.040 2.880 -2.479
C 1.887 1.484 -2.064 0.323 -1.486 3.308
C 0.560 1.618 -2.765 -3.298 -0.846 -0.248
O -0.525 1.012 -2.367 1.762 -0.841 1.888
O 2.011 0.734 -1.001 -2.115 0.068 -1.592
O 1.357 4.107 -5.224 0.092 0.238 -0.676
H -0.598 2.658 -4.307 -0.274 -0.538 0.174
H 3.871 2.271 -1.844 -0.059 -0.195 0.154
C 0.031 -3.023 2.549 0.665 -0.649 3.360
C 0.337 -3.984 3.585 1.654 -2.713 -2.165
C 1.921 -3.973 4.100 -0.345 0.343 0.690
O 2.248 -4.898 4.855 -0.124 -0.151 0.011
C 2.833 -2.938 3.674 -3.498 -2.907 1.408
C 2.338 -1.956 2.847 4.110 1.388 -0.741
C 0.912 -1.972 2.320 -2.808 0.613 -2.416
O 0.399 -1.099 1.492 1.562 0.719 0.424
O 3.272 -1.156 2.483 -2.379 0.898 -0.655
O -0.279 -5.083 3.732 0.399 2.390 0.679
H -1.008 -3.006 2.255 0.072 0.159 -0.658
H 3.830 -3.036 4.077 0.146 0.453 -0.373
C 2.044 3.083 1.366 0.770 -1.005 -0.481
O 0.771 3.655 1.296 -3.602 0.541 -0.317
C -0.377 2.979 1.038 2.042 -4.158 -1.121
O -0.462 1.796 0.594 -0.142 4.371 1.856
O -1.405 3.752 1.376 1.750 1.207 0.575
C -2.628 3.197 1.658 -1.997 -0.482 -1.471
H 2.376 3.318 2.377 0.430 -0.147 -0.182
H 2.635 3.548 0.576 0.235 0.033 0.242
H 2.040 2.012 1.167 -0.081 -0.120 0.124
H -3.301 4.001 1.957 0.337 0.055 0.641
H -2.648 2.343 2.335 0.327 0.225 0.083
H -3.071 2.917 0.703 -0.156 -0.709 -0.052
C -3.970 0.641 -2.161 0.639 -0.370 -2.231
O -4.305 0.479 -0.833 0.305 -0.165 3.285
C -3.353 0.021 0.048 4.040 -0.848 -3.632
O -2.193 -0.311 -0.321 -4.239 1.037 1.312
O -3.829 -0.056 1.238 -2.310 1.111 0.452
C -3.035 -0.464 2.316 1.123 -0.924 0.911
H -4.586 1.423 -2.605 -0.153 0.090 0.344
H -4.199 -0.286 -2.686 -0.002 -0.119 -0.158
H -2.928 0.868 -2.388 0.265 0.044 0.532
H -2.227 0.237 2.525 0.449 -0.424 -0.623
H -2.730 -1.489 2.102 0.750 0.268 0.231
H -3.589 -0.488 3.254 -0.774 0.091 -0.426
```
Forces are in eV/Å.

Its expectation value of S² is 8.76. The calculation puts the total energy at -3241.4450 a.u. The multiplicity is 6. Its total charge is -3.



No. 3
Entry from the OMol25 dataset: a structure of composition C20H20FeOS2 at a distorted geometry (ωB97M-V/def2-TZVPD).

Structure (XYZ):
```
44
Properties=species:S:1:pos:R:3:forces:R:3
C 2.343 1.822 0.820 0.260 0.202 -0.304
C 0.835 1.704 0.846 0.101 -0.050 -0.171
O 0.281 2.415 -0.276 0.273 -0.719 0.632
C -1.084 2.360 -0.371 -0.427 1.609 -0.135
S -1.751 3.280 -1.613 1.652 1.615 1.868
S -2.018 1.594 0.784 -0.202 -0.570 0.335
H 2.725 1.348 1.729 0.114 0.022 -0.096
H 2.769 1.317 -0.054 -0.058 0.013 0.135
H 2.694 2.862 0.790 -0.205 -0.169 0.094
H 0.561 0.636 0.749 -0.069 0.529 0.366
H 0.447 2.120 1.799 -0.022 -0.364 -0.604
C -5.988 4.430 -0.949 0.488 -0.728 1.660
C -4.953 3.496 -0.517 -1.458 0.665 2.688
C -5.535 2.168 -0.455 -0.281 1.024 1.223
C -6.931 2.276 -0.824 -0.601 0.923 2.044
C -7.217 3.666 -1.129 -0.107 -0.471 1.417
Fe -5.737 2.970 -2.252 -0.422 -0.201 -0.089
C -6.547 2.499 -4.000 1.073 -0.233 -2.246
C -5.877 3.787 -4.057 0.650 -1.108 -0.743
C -4.509 3.598 -3.629 1.079 -0.685 -2.728
C -4.283 2.164 -3.364 -0.508 0.984 -1.234
C -3.076 1.500 -3.017 1.432 -0.192 -0.903
C -2.903 0.085 -3.056 0.090 -0.703 -0.184
C -1.858 -0.509 -2.280 -0.504 0.318 -0.374
C -1.583 -1.858 -2.384 -0.374 -0.218 -0.299
C -2.351 -2.657 -3.255 0.069 0.203 0.007
C -3.368 -2.087 -4.042 0.334 -0.323 0.253
C -3.634 -0.731 -3.964 0.274 -0.040 0.402
C -5.602 1.517 -3.538 -0.170 0.518 -1.479
H -5.877 5.510 -1.045 -0.016 -0.457 -0.179
H -3.956 3.763 -0.183 -0.163 -0.255 -0.523
H -5.017 1.278 -0.093 -0.122 0.324 -0.510
H -7.666 1.474 -0.789 0.315 0.135 -0.309
H -8.194 4.090 -1.363 0.425 -0.233 -0.238
H -7.563 2.298 -4.333 0.126 0.162 0.357
H -6.303 4.722 -4.423 0.011 -0.325 0.403
H -3.713 4.347 -3.629 -0.502 -0.185 0.167
H -2.051 2.028 -2.917 -2.437 -1.164 -0.944
H -1.317 0.135 -1.587 -0.088 -0.259 -0.206
H -0.775 -2.290 -1.782 -0.353 0.061 -0.243
H -2.138 -3.719 -3.325 -0.046 0.015 -0.032
H -3.947 -2.705 -4.738 0.284 0.167 0.273
H -4.375 -0.275 -4.620 0.337 -0.203 0.183
H -5.765 0.450 -3.441 -0.250 0.367 0.267
```
Forces are in eV/Å.

Its expectation value of S² is 6.07. The calculation puts the total energy at -2909.1669 a.u. The multiplicity is 5. Its total charge is -2.